Below is a cluster of 2 separate species, C30H49IN4O7S in total, with properties calculated with ωB97M-V with the def2-TZVPD basis set.

The geometry in ORCA input format:
```
! wB97M-V def2-TZVPD RIJCOSX def2/J DEFGRID3
* xyz 0 1
I -1.858 -1.871 0.212
S -8.672 1.913 -0.544
O 6.716 -3.072 -4.062
O -3.712 1.154 0.520
O -4.854 2.943 -0.184
O 0.403 3.760 0.250
O -7.935 1.539 -1.783
O 1.149 4.614 2.137
O 1.957 -2.645 2.262
N 3.218 -0.733 -3.863
N 0.458 0.140 3.357
N -0.995 -1.881 3.083
N 1.698 -0.919 0.829
C -2.293 1.327 0.370
C 0.359 -3.375 4.560
C 0.484 -0.065 4.814
C 1.310 -1.688 1.919
C 3.303 5.851 0.888
C 3.145 -3.455 -4.725
C 1.903 0.048 -1.922
C 1.166 1.441 0.627
C -1.558 0.720 1.564
C -4.405 1.273 -1.809
C 5.421 -5.043 -4.632
C 4.366 -2.871 -4.385
C -1.714 -4.139 3.282
C 0.748 2.524 -0.383
C 0.059 -1.052 2.559
C 4.185 -5.618 -4.933
C -0.750 -3.031 3.600
C 0.641 0.032 0.318
C 1.884 -0.355 5.388
C 1.390 4.290 1.019
C -7.876 3.376 0.116
C -0.558 -0.399 1.217
C 0.591 -0.327 -1.173
C 3.047 -4.821 -4.997
C 4.507 -1.410 -4.044
C -4.362 1.891 -0.436
C 2.531 -1.149 -2.635
C -10.190 2.726 -1.060
C 5.512 -3.682 -4.360
C 2.770 4.482 0.435
H 1.668 0.805 -2.669
H -6.887 3.090 0.453
H 2.520 6.591 0.749
H 0.452 -1.393 -1.294
H -7.792 4.132 -0.665
H 1.750 -0.821 6.362
H 3.200 -1.693 -1.957
H -1.654 -4.921 4.036
H 2.251 1.407 0.658
H 5.151 -0.894 -4.750
H 4.205 6.124 0.352
H 2.644 0.466 -1.243
H 2.798 4.390 -0.646
H -1.942 0.962 -0.595
H -10.700 3.126 -0.184
H 3.414 3.732 0.893
H -2.108 2.405 0.367
H -0.242 -0.796 5.150
H -3.643 1.759 -2.416
H -0.111 2.222 -0.968
H -4.142 0.222 -1.729
H 2.371 0.594 5.597
H -9.955 3.525 -1.763
H -10.822 1.984 -1.544
H 1.994 -1.619 0.156
H 5.043 -1.389 -3.083
H 1.729 -1.834 -2.908
H 1.335 -3.026 4.247
H -5.406 1.419 -2.200
H 0.846 1.782 1.608
H 1.577 2.691 -1.070
H 2.089 -5.251 -5.244
H 0.132 -2.912 5.519
H 1.423 0.321 3.100
H 3.444 0.248 -3.750
H 7.123 -3.485 -3.295
H -1.074 1.527 2.097
H -2.722 -3.733 3.329
H 0.178 0.881 5.262
H -0.216 0.195 -1.680
H 3.488 5.832 1.956
H 0.431 -4.452 4.662
H -1.485 -4.552 2.304
H 2.280 -2.812 -4.770
H 4.144 -6.680 -5.125
H 6.318 -5.645 -4.593
H -2.310 0.257 2.199
H -8.454 3.760 0.958
H 2.483 -0.981 4.732
*
```

Output
HOMO energy: -8.516 eV
orbital gap: 0.3256 Eh

Below is a cluster of 20 separate species, C30H50BrCl38F4N3O5PS in total, with properties calculated with ωB97M-V with the def2-TZVPD basis set.

The geometry in ORCA input format:
```
! wB97M-V def2-TZVPD RIJCOSX def2/J DEFGRID3
* xyz 1 1
Br 0.783 2.367 -2.573
Cl -8.274 -6.537 5.222
Cl -9.008 -7.461 7.894
Cl 6.337 0.602 -0.503
Cl -4.257 -2.986 -1.082
Cl -4.137 6.260 -1.004
Cl -6.715 -4.340 -1.862
Cl -3.968 -2.310 2.985
Cl -6.559 -7.113 0.942
Cl -2.830 4.668 2.661
Cl 5.850 -1.846 5.969
Cl 6.158 1.998 4.100
Cl -5.319 0.028 1.872
Cl -6.343 -5.066 3.022
Cl 7.698 1.966 -6.850
Cl 0.635 4.757 1.794
Cl 9.043 0.346 6.498
Cl 9.506 1.807 4.010
Cl 3.770 0.064 -7.385
Cl 7.804 -0.172 -4.865
Cl -2.478 3.835 -4.061
Cl -4.075 6.646 -3.900
Cl -8.752 -2.325 0.994
Cl 3.665 6.663 0.762
Cl -10.974 -4.069 1.739
Cl -8.354 -0.473 5.223
Cl -6.674 3.317 4.368
Cl -6.983 -2.830 6.278
Cl -3.038 2.586 0.625
Cl 0.195 4.668 -4.865
Cl 5.392 -0.597 2.978
Cl 4.737 3.422 -0.285
Cl 4.503 1.414 -4.886
Cl 0.795 5.066 -1.113
Cl 5.748 -0.046 8.266
Cl 5.872 5.827 2.504
Cl 2.853 1.983 1.427
Cl 6.857 2.048 -3.003
Cl -7.680 1.732 2.131
S -0.504 -0.674 -0.779
P 4.663 -1.550 -3.089
F -1.921 1.066 -2.207
F -1.533 -0.846 -3.290
F 3.506 -4.017 -3.574
F -2.990 -0.683 -1.618
O -0.090 0.608 -0.269
O -2.005 -4.669 -3.410
O -1.132 -1.395 0.314
O 1.762 -6.860 -1.514
O -1.367 -4.798 -2.178
N 4.881 -1.802 -4.625
N 1.139 -5.179 -3.109
N 2.986 -1.986 -2.581
C 4.229 3.098 1.379
C 2.557 0.248 -1.426
C 10.251 0.892 5.329
C 3.473 1.450 -6.329
C -1.028 -3.524 -1.676
C 0.777 -1.646 -1.615
C -6.958 -1.546 5.063
C 2.615 -3.256 -2.953
C -3.858 3.416 1.954
C 7.608 0.223 -6.577
C 6.638 0.312 3.853
C 4.905 -1.311 7.367
C 1.516 -6.015 -2.266
C -3.926 -1.052 1.744
C -7.761 3.284 2.974
C 2.113 -1.156 -1.889
C -0.253 5.137 0.315
C 7.575 1.128 -1.672
C -1.796 -0.260 -2.112
C 2.409 1.285 -2.616
C -1.502 4.556 -5.345
C 4.867 7.177 1.956
C -9.093 -7.794 6.162
C -7.373 -6.309 2.295
C 1.348 -3.821 -2.683
C -5.066 -4.549 -1.278
C 0.379 -3.001 -2.016
C -5.078 6.669 -2.444
C 3.621 2.321 -2.563
C -9.812 -3.640 0.477
H -5.095 -5.054 -0.317
H 5.510 7.927 1.504
H 8.292 1.757 -1.153
H 3.681 2.362 -6.880
H 5.061 2.654 1.920
H -0.661 6.139 0.400
H 5.541 -2.355 -2.301
H -10.136 -7.833 5.863
H -1.313 -4.888 -4.065
H 10.756 0.025 4.914
H -6.051 -0.962 5.187
H 3.653 0.223 -1.197
H 6.795 -0.154 4.824
H 2.093 0.569 -0.478
H 6.637 -0.136 -6.908
H 4.740 -2.160 8.023
H -5.496 7.664 -2.321
H -10.355 -3.327 -0.409
H -1.854 -2.830 -1.960
H 10.968 1.531 5.837
H 3.954 -0.921 7.018
H 4.352 7.600 2.813
H 8.076 0.254 -2.080
H -8.282 -5.840 1.930
H 2.509 0.756 -3.591
H -9.204 -4.511 0.250
H -1.874 5.554 -5.556
H 3.799 2.811 -3.579
H -5.877 5.943 -2.559
H -7.616 -7.049 3.043
H -1.578 3.936 -6.233
H -3.940 -1.515 0.765
H 3.309 3.186 -1.886
H 4.552 1.880 -2.179
H 7.557 0.288 3.278
H 3.939 4.033 1.847
H 4.948 -0.189 -2.842
H -4.763 3.878 1.573
H -1.058 4.417 0.195
H -1.089 -3.593 -0.559
H 5.613 -2.514 -4.713
H -8.779 3.444 3.317
H -6.974 -1.998 4.075
H 8.397 -0.264 -7.142
H -3.017 -0.470 1.863
H -4.507 -5.147 -1.994
H -8.614 -8.748 5.964
H -7.474 4.073 2.285
H -4.108 2.689 2.721
H 2.432 1.435 -6.016
*
```

Output
HOMO energy: -11.398 eV
orbital gap: 0.2462 Eh

Below is a structure of composition C30H50PPt, with properties calculated with ωB97M-V with the def2-TZVPD basis set.

The geometry in ORCA input format:
```
! wB97M-V def2-TZVPD RIJCOSX def2/J DEFGRID3
* xyz 1 5
Pt -0.505 0.373 0.086
P 0.886 -1.295 1.343
C -1.467 -1.679 -4.251
C 2.151 -0.414 2.391
C -2.889 3.892 -1.711
C -0.182 -1.678 -3.798
C -0.416 -2.084 2.420
C 2.388 -0.400 -3.877
C 1.293 0.141 -2.947
C 0.228 -0.860 -2.618
C 2.552 -1.127 3.688
C 1.956 0.630 -1.699
C -2.450 -0.891 -3.616
C 1.865 -2.703 0.572
C -2.158 -0.231 -2.411
C -3.168 1.867 -0.162
C -0.333 -3.600 2.631
C -3.092 0.336 1.894
C 1.231 1.365 -0.701
C -2.438 1.225 0.901
C 3.417 -0.025 1.616
C -0.470 4.389 0.215
C -0.898 -0.321 -1.822
C 0.624 1.282 -3.752
C 2.619 -3.650 1.529
C -1.320 3.182 0.195
C 2.830 -2.248 -0.521
C -0.677 2.277 2.541
C -0.623 -1.402 3.781
C -4.547 1.493 -0.553
C -2.443 2.987 -0.616
C -1.248 2.092 1.180
H -2.352 -0.116 2.564
H -0.173 4.696 -0.799
H -0.342 -0.341 3.802
H -5.301 1.950 0.107
H 1.374 2.026 -4.057
H -3.833 0.883 2.497
H -0.068 -1.921 4.577
H -4.783 1.818 -1.574
H 1.749 -1.148 4.429
H 0.324 2.727 2.487
H -1.738 -2.291 -5.115
H 0.573 -2.262 -4.331
H 2.901 -1.273 -3.466
H 3.143 0.375 -4.063
H 2.424 -1.415 -1.114
H 3.022 -3.086 -1.209
H 1.970 -0.647 -4.854
H -1.313 -3.951 2.985
H -0.167 1.791 -3.188
H -0.097 -4.149 1.714
H -1.010 5.239 0.664
H 3.913 0.796 2.158
H 4.138 -0.853 1.575
H 2.898 -2.152 3.511
H 0.390 -3.856 3.419
H 0.509 -1.518 -1.706
H 2.886 -4.557 0.964
H 0.442 4.226 0.802
H 1.061 -3.281 0.085
H -3.451 -0.820 -4.060
H -3.615 -0.486 1.383
H -1.686 -1.476 4.055
H 0.669 2.230 -1.094
H -4.692 0.408 -0.484
H -0.575 1.310 3.043
H 2.025 -3.990 2.381
H 0.182 0.855 -4.664
H 1.833 1.673 0.167
H -2.930 0.396 -1.955
H -2.073 4.553 -2.024
H -3.216 3.311 -2.584
H 1.628 0.520 2.666
H 3.210 0.327 0.598
H -3.733 4.524 -1.397
H 3.387 -0.572 4.139
H -1.322 2.927 3.153
H 3.805 -1.932 -0.124
H 3.561 -3.222 1.901
H 3.051 0.736 -1.693
H -1.315 -1.899 1.800
*
```

Output
HOMO energy (alpha / beta): -9.061 / -10.450 eV
orbital gap (alpha / beta): 0.2142 / 0.2116 Eh